# C19H30N2O

C19H30N2O as an isolated structure at a distorted geometry (ωB97M-V/def2-TZVPD, the OMol25 dataset).

Each line ends with the Mulliken charge.
Positions of all 52 atoms, in Å:
C (0.19445, 2.38280, 0.26245)  -1.511
C (0.97306, 1.34056, 0.87074)  0.936
C (2.35938, 1.33183, 0.90161)  -1.365
C (3.22998, 2.50237, 0.32810)  0.274
C (4.21127, 3.16394, 0.97536)  0.359
C (5.19264, 4.07019, 0.62415)  -1.142
C (5.01228, 4.55144, -0.55076)  -0.195
C (3.98963, 3.92303, -1.62173)  -0.994
C (3.17050, 2.98600, -1.05644)  0.028
H (2.27915, 2.54186, -1.56919)  0.210
H (4.00178, 4.12294, -2.53491)  0.651
H (5.79738, 5.18400, -1.27798)  0.176
H (5.86908, 4.51324, 1.07191)  0.613
H (4.55735, 2.58910, 2.12179)  0.025
H (2.93172, 0.79505, 1.42215)  0.813
C (0.38559, 0.36405, 1.67575)  -0.428
N (-0.63669, -0.27050, 0.65975)  0.138
C (-1.48424, -1.18131, 1.28897)  -2.773
H (-2.06992, -0.79352, 1.85028)  1.569
C (-2.39641, -1.80055, 0.23815)  0.494
N (-1.76959, -2.36660, -1.06553)  0.021
C (-0.52083, -1.65081, -1.34346)  -0.879
C (0.34115, -1.20373, -0.35987)  -0.829
H (1.10220, -0.47822, -0.67856)  0.496
H (0.87926, -2.03915, -0.18403)  0.361
H (-0.17817, -2.28941, -2.22493)  0.461
H (-1.23395, -0.62831, -1.96402)  0.221
C (-1.59087, -3.99906, -1.03640)  0.303
C (-2.99261, -4.44396, -1.03933)  -1.127
H (-3.66605, -4.47707, -0.16226)  0.241
H (-2.87128, -5.62733, -1.51569)  0.355
H (-3.59560, -3.92338, -2.05638)  0.248
C (-0.95396, -4.53499, 0.25372)  -1.359
H (-1.59250, -4.19479, 1.15744)  0.165
H (-0.88468, -5.48607, 0.11591)  0.718
H (0.14193, -4.25488, 0.36189)  0.235
H (-1.10289, -4.09386, -2.03349)  0.462
H (-3.06684, -2.56492, 0.86761)  0.440
C (-3.28543, -0.62881, -0.39023)  -0.333
C (-4.42748, -0.44584, 0.48731)  -0.690
H (-5.16027, 0.53229, 0.34592)  0.246
O (-5.41574, -1.37741, 0.35036)  -0.481
H (-5.12112, -2.14966, 0.13810)  0.300
H (-4.42409, -0.28680, 1.54697)  0.294
H (-2.62813, 0.34513, -0.45952)  0.143
H (-3.77089, -0.86875, -1.43519)  0.142
H (-1.12660, -2.05219, 1.78289)  0.349
H (-0.50334, 0.75692, 2.37870)  0.320
H (1.06462, -0.45467, 1.91677)  0.262
H (0.90367, 3.38450, 0.02940)  0.302
H (-0.12818, 1.97740, -0.82087)  0.183
H (-0.64657, 2.59887, 0.73496)  0.552

Forces on atoms 1 to 2 (eV/Å):
C 4.217 1.538 -6.407
C 6.266 1.867 1.014

Values from the calculation:
- ΔE to the lowest compared entry with this formula, charge and spin: 388.0 kcal per mole
- 2S+1: 1
- LUMO: 0.7 eV
- Charge: 0
- Max |F|: 12.51 eV/Å
- DFT total energy: -25201.8872 eV
- Gap between HOMO and LUMO: 8.9 eV
- HOMO: -0.3011 hartree

# C19H30N2O

One molecule with the formula C19H30N2O (ωB97M-V/def2-TZVPD, the OMol25 dataset).

Each line ends with the Mulliken charge.
Positions of all 52 atoms, in Å:
C (1.64921, -2.10618, -5.55771)  -1.290
H (1.91138, -3.07040, -5.12723)  0.312
C (0.21110, -1.73925, -5.20972)  -0.767
H (-0.02091, -0.75274, -5.61767)  0.350
H (-0.45780, -2.45845, -5.68935)  0.385
C (-0.07438, -1.74047, -3.70398)  0.738
C (0.65305, -0.60574, -2.97967)  -1.226
C (0.33810, -0.61809, -1.48686)  -0.557
H (0.85249, 0.20057, -0.98029)  0.405
H (0.69007, -1.56030, -1.06146)  0.271
C (-1.16902, -0.47107, -1.26165)  -0.614
N (-1.46642, -0.29960, 0.14777)  0.632
C (-1.28987, -1.45079, 1.00520)  -0.761
C (-1.37457, -0.95896, 2.47189)  -1.210
N (-1.42514, 0.48099, 2.55577)  0.030
C (-0.25056, 1.22584, 2.47843)  0.002
C (-0.28383, 2.58461, 2.80104)  -0.656
C (0.87430, 3.33712, 2.79073)  -0.581
C (2.09002, 2.76595, 2.47407)  -0.645
C (2.14237, 1.40890, 2.16338)  0.203
C (0.98267, 0.64854, 2.16863)  0.540
H (1.02849, -0.39305, 1.90639)  0.350
O (3.38251, 0.91983, 1.85407)  -0.458
C (3.50573, -0.43387, 1.50226)  -0.566
H (4.56343, -0.58939, 1.29310)  0.259
H (2.92265, -0.67300, 0.60616)  0.120
H (3.20115, -1.09487, 2.32127)  0.304
H (3.00173, 3.34034, 2.46196)  0.456
H (0.82878, 4.38645, 3.04329)  0.362
H (-1.21557, 3.05020, 3.08273)  0.497
C (-2.60178, 0.97828, 1.87505)  -1.117
H (-2.53730, 2.06058, 1.79178)  0.344
C (-2.72090, 0.34756, 0.46119)  -0.672
H (-3.56704, -0.36330, 0.43513)  0.345
H (-2.91426, 1.12712, -0.27695)  0.511
H (-3.48491, 0.72866, 2.47438)  0.325
H (-0.53885, -1.32605, 3.06781)  0.481
H (-2.29715, -1.32967, 2.93173)  0.310
H (-2.06230, -2.22265, 0.83226)  0.581
H (-0.31689, -1.89831, 0.80137)  0.346
C (-1.89771, -1.62873, -1.95977)  -0.644
C (-1.57970, -1.62081, -3.45162)  -1.125
H (-2.10113, -2.44719, -3.94095)  0.434
H (-1.94382, -0.69034, -3.89459)  0.318
H (-1.57698, -2.57873, -1.52648)  0.352
H (-2.97592, -1.53326, -1.80970)  0.306
H (-1.47871, 0.46435, -1.74460)  0.352
H (1.73074, -0.70372, -3.11841)  0.371
H (0.34532, 0.35061, -3.40900)  0.317
H (0.26987, -2.69503, -3.28847)  0.263
H (2.34700, -1.36122, -5.18478)  0.314
H (1.76937, -2.16997, -6.63683)  0.403

Forces on atoms 1 to 2 (eV/Å):
C -0.219 0.114 -0.040
H 0.080 -0.110 0.033

Values from the calculation:
- ΔE to the lowest compared entry with this formula, charge and spin: 31.9 kcal per mole
- 2S+1: 1
- LUMO: 0.8 eV
- Charge: 0
- SMILES: CC[C@H]1CC[C@H](N2CCN(c3cccc(OC)c3)CC2)CC1
- Max |F|: 0.58 eV/Å
- DFT total energy: -25217.3293 eV
- Gap between HOMO and LUMO: 8.2 eV
- HOMO: -0.2727 hartree

# C19H30N4O2

C19H30N4O2 as an isolated structure at a distorted geometry (ωB97M-V/def2-TZVPD, the OMol25 dataset).

Each line ends with the Mulliken charge.
Positions of all 55 atoms, in Å:
C (3.35607, 2.80573, -5.05244)  -1.334
C (2.42384, 1.59049, -4.75972)  0.417
H (2.36138, 0.90427, -5.68746)  0.029
H (1.42097, 1.88779, -4.63038)  0.383
C (2.99371, 0.97910, -3.74784)  -2.027
N (2.38922, -0.36537, -3.42420)  0.426
C (1.66532, -0.37826, -2.32664)  0.868
C (0.99148, -1.57654, -1.73294)  -0.615
C (0.17057, -1.57692, -0.67493)  -0.526
C (-0.32737, -0.35455, -0.07705)  0.894
C (-0.01006, 0.59242, -0.85363)  0.061
C (0.80377, 0.72653, -2.00024)  -0.736
H (1.06964, 1.92107, -2.33477)  0.062
H (-0.41418, 1.61389, -0.40689)  0.133
C (-1.31359, -0.35094, 0.95500)  -0.337
N (-1.58327, 0.64681, 1.43420)  -0.367
N (-2.48597, 0.84290, 2.58942)  0.035
C (-2.92688, -0.24527, 3.35086)  0.853
O (-2.90199, -1.50999, 3.28973)  -0.595
C (-3.82091, 0.19323, 4.48916)  -1.708
N (-3.30401, 0.59062, 5.66136)  -0.114
C (-2.67377, -0.75398, 6.44981)  -0.487
C (-1.38891, -1.19055, 6.16534)  -0.545
O (-0.32160, -0.11387, 6.28207)  -0.459
C (-1.09077, 1.00739, 5.29405)  -0.661
C (-2.28557, 1.56947, 5.81773)  -0.630
H (-2.45038, 2.55428, 5.10156)  0.200
H (-2.31453, 1.85807, 6.76267)  0.543
H (0.05613, 1.83089, 5.54981)  0.206
H (-0.71548, 0.72890, 4.43763)  0.652
H (-1.14783, -1.90463, 6.84590)  0.492
H (-1.44658, -1.40341, 5.07739)  0.235
H (-3.52790, -1.46614, 6.39271)  0.349
H (-2.79788, -0.17355, 7.55722)  0.311
H (-4.64262, -0.40524, 4.65356)  0.595
H (-4.46333, 1.01454, 4.18043)  0.524
H (-3.02461, 1.73416, 2.64551)  0.338
H (-1.21026, -1.52100, 1.55048)  0.029
H (-0.00012, -2.56872, -0.10427)  0.174
H (1.59157, -2.70946, -2.05693)  0.039
C (2.72437, -1.63914, -3.97379)  -1.376
H (3.55014, -1.56442, -4.94316)  0.283
H (3.15298, -2.35063, -3.52149)  0.857
C (1.47112, -2.17181, -4.79950)  -0.149
C (0.72145, -1.43366, -5.99910)  -1.230
H (-0.14297, -1.84023, -6.17333)  0.519
H (0.45745, -0.38651, -5.32638)  0.135
H (1.51654, -1.06833, -6.48997)  0.363
H (0.48390, -2.54416, -4.06617)  0.269
H (1.76377, -3.31902, -5.33730)  0.276
H (3.07248, 1.36133, -2.85365)  0.879
H (4.00977, 0.42141, -4.00645)  0.390
H (3.11837, 3.45863, -4.12294)  0.305
H (4.42531, 2.62414, -5.25167)  0.324
H (2.97201, 3.42819, -5.79838)  0.446

Forces on atoms 1 to 2 (eV/Å):
C -1.405 0.892 2.366
C -0.991 3.268 -8.967

Values from the calculation:
- ΔE to the lowest compared entry with this formula, charge and spin: 476.0 kcal per mole
- 2S+1: 1
- LUMO: 0.6 eV
- Charge: 0
- Max |F|: 15.61 eV/Å
- DFT total energy: -30226.3148 eV
- Gap between HOMO and LUMO: 8.3 eV
- HOMO: -0.2816 hartree

# C19H30N4O3PSi

A 2-piece molecular cluster, C19H30N4O3PSi overall at a distorted geometry (ωB97M-V/def2-TZVPD, the OMol25 dataset).

Each line ends with the Mulliken charge.
Positions of all 58 atoms, in Å:
C (-5.16663, 3.26890, 0.48540)  -0.440
C (-4.28742, 3.59775, -0.46051)  -0.020
C (-3.06668, 3.79966, -1.52264)  -0.330
C (-1.92764, 4.82105, -0.99985)  -0.530
C (-0.75597, 4.13885, -0.11574)  -0.946
C (-1.23611, 2.78398, 0.60519)  0.446
C (-1.11199, 1.37318, -0.16154)  0.203
O (-0.57301, 1.25710, -1.49814)  -0.389
C (0.85017, 1.33529, -1.35204)  0.389
N (2.06570, 1.31090, -1.24318)  -0.445
C (-1.68618, 0.11683, 0.68050)  0.275
Si (-1.62040, -1.59694, -0.20084)  0.306
C (-2.93921, -1.58396, -1.63686)  -0.964
C (0.05783, -2.00368, -1.02676)  -0.847
C (-2.23171, -2.90966, 1.06213)  -0.950
N (-2.25894, 0.20346, 1.99707)  -0.621
N (-2.30553, 1.41292, 2.56458)  0.708
C (-2.91432, 1.44089, 3.94058)  -0.236
C (-3.50268, 1.40282, 5.12873)  -0.468
C (-1.88606, 2.72242, 2.07698)  0.577
P (-2.06873, 4.35516, 3.09333)  0.264
O (-2.36011, 5.58609, 2.18425)  -0.549
H (-6.10664, 3.23467, 1.15657)  0.341
H (-2.65911, 2.78906, -1.91484)  0.103
H (-3.56614, 4.30878, -2.44897)  0.380
H (-2.40678, 5.67504, -0.39617)  0.283
H (-1.41708, 5.25235, -1.95806)  0.337
H (-0.41138, 4.90555, 0.69248)  0.340
H (0.20125, 3.93859, -0.75632)  0.415
H (-3.88447, -1.08636, -1.19065)  0.303
H (-3.13482, -2.66691, -2.01363)  0.341
H (-2.46553, -0.93268, -2.47567)  0.259
H (0.97096, -1.96687, -0.31934)  0.232
H (0.30709, -1.31472, -1.93336)  0.274
H (0.01723, -3.08741, -1.45885)  0.346
H (-1.38857, -3.40426, 1.67323)  0.309
H (-2.85940, -3.68035, 0.45578)  0.290
H (-2.94839, -2.38893, 1.82374)  0.277
H (-4.07998, 0.93589, 6.02525)  0.380
H (-0.86599, 4.59472, 3.88145)  0.186
H (-3.23019, 4.22394, 3.96190)  0.161
C (5.75535, -2.09118, -0.48596)  -1.262
C (5.41047, -3.51317, -0.05268)  0.381
C (5.03303, -4.44138, -1.22710)  -0.728
O (3.71636, -4.23619, -1.73678)  -0.373
C (3.60477, -3.16652, -2.66092)  -0.468
N (4.34269, -3.45859, 0.95518)  -0.697
H (4.87184, -1.50609, -0.75025)  0.172
H (6.25862, -1.55750, 0.32635)  0.341
H (6.43115, -2.09684, -1.34640)  0.345
H (6.30649, -3.93151, 0.41979)  0.409
H (5.04664, -5.47273, -0.85770)  0.342
H (5.77393, -4.39211, -2.03402)  0.399
H (4.49900, -3.06138, -3.28184)  0.320
H (3.39603, -2.23493, -2.13183)  0.056
H (2.75278, -3.37094, -3.31482)  0.251
H (4.17934, -4.40064, 1.30870)  0.290
H (3.47505, -3.23142, 0.46514)  0.231

Forces on atoms 1 to 2 (eV/Å):
C 4.123 2.388 -5.243
C -3.268 -2.307 4.638

Values from the calculation:
- 2S+1: 1
- LUMO: -5.8 eV
- Charge: +1
- Max |F|: 7.93 eV/Å
- DFT total energy: -49437.1951 eV
- Gap between HOMO and LUMO: 5.1 eV
- HOMO: -0.4000 hartree